Molecular formula: C29H28F40O7S
Method: DFT, ωB97M-V/def2-TZVPD

Last column: Löwdin charge in e.
Geometry (Å):
1 F -15.414 12.234 -0.118  0.14
2 C -15.145 13.387 0.428  -0.37
3 F -14.868 14.233 -0.550  0.12
4 C -16.285 13.937 1.383  -0.49
5 F -17.325 14.243 0.646  0.15
6 F -15.931 15.096 1.941  0.14
7 C -16.621 12.933 2.424  -0.02
8 O -15.446 12.162 2.812  0.03
9 C -15.559 11.443 3.996  -0.55
10 F -16.043 12.134 5.003  0.17
11 F -16.357 10.378 3.851  0.16
12 C -14.099 10.991 4.387  -0.36
13 F -14.137 10.233 5.436  0.14
14 F -13.609 10.200 3.459  0.13
15 H -14.212 13.212 0.963  0.14
16 H -17.333 12.218 2.011  0.14
17 H -17.088 13.424 3.278  0.15
18 H -13.402 11.783 4.663  0.17
19 F -23.034 13.089 1.142  0.09
20 C -22.145 12.281 0.517  -0.33
21 F -22.358 12.435 -0.754  0.14
22 C -20.618 12.527 1.000  -0.50
23 F -20.377 12.171 2.280  0.13
24 F -20.422 13.767 0.930  0.19
25 C -19.706 11.922 -0.085  -0.06
26 O -20.077 10.611 -0.546  0.00
27 C -19.048 9.874 -1.323  -0.54
28 F -18.614 10.691 -2.219  0.19
29 F -18.039 9.544 -0.548  0.19
30 C -19.648 8.643 -2.005  -0.34
31 F -20.732 8.754 -2.652  0.18
32 F -18.730 7.961 -2.808  0.07
33 H -22.460 11.260 0.735  0.16
34 H -18.634 11.999 0.101  0.12
35 H -19.848 12.541 -0.971  0.13
36 H -19.914 7.995 -1.170  0.17
37 F -17.961 18.326 -4.196  0.15
38 C -16.999 18.282 -3.362  -0.41
39 F -16.150 19.286 -3.459  0.12
40 C -17.444 18.050 -1.849  -0.43
41 F -18.237 19.064 -1.392  0.12
42 F -16.344 18.107 -1.133  0.14
43 C -18.104 16.655 -1.658  -0.03
44 O -17.330 15.497 -2.059  0.02
45 C -17.862 14.778 -3.114  -0.51
46 F -19.085 14.397 -2.825  0.18
47 F -17.826 15.603 -4.217  0.12
48 C -16.925 13.521 -3.448  -0.30
49 F -16.718 12.704 -2.443  0.11
50 F -17.206 12.745 -4.522  0.10
51 H -16.459 17.472 -3.851  0.16
52 H -19.021 16.789 -2.232  0.14
53 H -18.429 16.519 -0.627  0.14
54 H -15.927 13.939 -3.580  0.17
55 F -10.574 16.146 -1.087  0.11
56 C -10.639 17.099 -0.165  -0.34
57 F -10.590 18.298 -0.789  0.10
58 C -11.819 17.070 0.772  -0.49
59 F -12.929 17.363 0.065  0.14
60 F -11.604 18.086 1.580  0.16
61 C -11.972 15.721 1.484  -0.06
62 O -11.864 14.657 0.553  -0.02
63 C -11.117 13.501 0.978  -0.41
64 F -9.843 14.086 1.147  0.09
65 F -11.626 13.065 2.134  0.16
66 C -11.189 12.400 -0.113  -0.25
67 F -10.731 11.270 0.414  0.10
68 F -12.455 12.081 -0.535  0.10
69 H -9.698 16.955 0.366  0.17
70 H -12.969 15.634 1.916  0.14
71 H -11.311 15.716 2.350  0.15
72 H -10.508 12.560 -0.949  0.18
73 F -5.052 10.862 3.159  0.09
74 C -5.822 10.984 2.037  -0.32
75 F -6.163 9.772 1.640  0.12
76 C -7.030 11.956 2.224  -0.48
77 F -7.563 12.253 1.034  0.12
78 F -6.616 13.160 2.626  0.14
79 C -8.118 11.321 3.090  -0.02
80 O -8.688 10.133 2.458  0.01
81 C -9.792 9.553 3.103  -0.53
82 F -9.361 9.222 4.325  0.16
83 F -10.758 10.449 3.233  0.14
84 C -10.425 8.404 2.260  -0.31
85 F -9.479 7.568 1.912  0.14
86 F -11.483 7.813 2.870  0.09
87 H -5.317 11.349 1.143  0.17
88 H -8.854 12.123 3.157  0.13
89 H -7.689 11.106 4.068  0.15
90 H -10.911 8.768 1.354  0.16
91 O -21.163 11.041 9.172  -0.35
92 S -19.718 11.205 9.103  0.72
93 O -18.834 11.027 10.256  -0.35
94 C -19.208 10.088 7.672  -0.19
95 C -18.752 11.100 6.594  -0.21
96 C -19.575 12.381 6.798  -0.25
97 C -19.376 12.822 8.224  -0.20
98 H -20.111 9.510 7.473  0.09
99 H -18.524 9.333 8.060  0.09
100 H -17.740 11.409 6.854  0.10
101 H -18.816 10.632 5.612  0.11
102 H -20.643 12.267 6.611  0.12
103 H -19.190 13.161 6.142  0.11
104 H -20.034 13.518 8.744  0.11
105 H -18.320 13.011 8.418  0.10

Its frontier orbital gap is 10.19 eV. The SMILES is FC(F)C(F)(F)COC(F)(F)C(F)F.FC(F)C(F)(F)COC(F)(F)C(F)F.FC(F)C(F)(F)COC(F)(F)C(F)F.FC(F)C(F)(F)COC(F)(F)C(F)F.FC(F)C(F)(F)COC(F)(F)C(F)F.O=S1(=O)CCCC1. The lowest unoccupied orbital energy comes out at 0.1 eV. Its spin multiplicity is 1. The total charge is 0.